Entry from OMol25: the molecule C5H11N2PSi (ωB97M-V/def2-TZVPD).

Summary:
Calculated total energy = -25507.68335 eV
<S²> = 2.04
Charge = 0
HOMO-LUMO gap (spin up / spin down) = 6.629 / 7.063 eV
HOMO level (spin up / spin down) = -5.663 / -9.587 eV
F_max = 0.085 hartree/bohr
Multiplicity = 3

Last column: Löwdin spin population.
CARTESIAN COORDINATES (ANGSTROEM)
C  -2.794  -1.208  0.029  0.0335
C  -3.324  0.087  -0.078  0.5289
C  1.478  -1.623  -0.376  0.0000
C  1.566  0.849  1.660  0.0032
C  1.091  1.435  -1.293  0.0097
N  -1.511  -1.328  0.168  0.4332
N  -0.930  0.007  0.179  0.2304
Si  0.844  0.114  0.057  0.0216
P  -2.049  1.230  0.018  0.7194
H  -3.382  -2.109  -0.004  -0.0086
H  -4.366  0.312  -0.218  0.0232
H  2.327  -1.581  -1.051  0.0000
H  1.790  -2.163  0.512  0.0002
H  0.697  -2.204  -0.852  0.0002
H  0.866  1.529  2.135  0.0014
H  1.838  0.092  2.387  0.0000
H  2.460  1.413  1.420  0.0000
H  0.540  2.332  -1.023  0.0028
H  2.133  1.714  -1.409  -0.0001
H  0.726  1.103  -2.260  0.0011

Cartesian forces (eV/Å) of the 6 atoms listed first:
C -2.527 1.086 -0.298
C -1.911 -3.640 -0.076
C -0.096 0.700 0.187
C -0.200 -0.475 -0.595
C 0.067 -0.619 0.441
N 1.965 0.714 0.291

***

Entry from OMol25: a structure of composition C58H35I4N9Ta (ωB97M-V/def2-TZVPD).

Summary:
Energy relative to the best compared isomer or geometry (same formula, charge and spin) = 0.00 kcal/mol
Calculated total energy = -108059.05662 eV
Charge = +3
HOMO-LUMO gap = 4.675 eV
HOMO level = -13.940 eV
F_max = 0.017 hartree/bohr

Last column: Löwdin charge in e.
CARTESIAN COORDINATES (ANGSTROEM)
Ta  0.024  0.373  0.218  2.0454
I  -3.545  -8.091  4.150  0.9846
C  -2.840  -6.335  3.319  -0.7387
C  -1.562  -6.289  2.774  -0.1208
C  -1.088  -5.107  2.229  -0.0237
C  -1.873  -3.954  2.244  -0.2002
C  -3.159  -4.016  2.779  -0.0334
C  -3.646  -5.201  3.307  -0.1229
C  -1.311  -2.690  1.708  -0.0487
C  -1.299  -1.548  2.466  -0.1748
C  -1.855  -1.422  3.768  0.0526
C  -1.865  -0.110  4.087  0.0525
C  -1.208  0.589  3.034  -0.2209
C  -0.782  1.910  3.175  -0.0581
C  -1.597  2.787  4.046  -0.1827
C  -2.981  2.784  3.851  -0.0481
C  -3.815  3.622  4.574  -0.1263
C  -3.271  4.485  5.519  -0.7406
I  -4.495  5.767  6.577  0.9959
C  -1.900  4.469  5.760  -0.1154
C  -1.076  3.628  5.033  -0.0194
C  0.425  2.296  2.596  -0.2172
N  1.078  1.550  1.612  -0.0454
C  2.314  2.194  1.414  -0.2214
C  3.272  1.858  0.482  -0.0623
C  4.550  2.617  0.461  -0.2135
C  5.351  2.684  1.601  -0.0269
C  6.546  3.384  1.581  -0.1187
C  6.943  4.043  0.422  -0.7389
I  8.721  5.095  0.392  0.9867
C  6.148  3.990  -0.717  -0.1244
C  4.964  3.270  -0.698  -0.0349
C  3.096  0.836  -0.445  -0.1944
C  4.134  0.332  -1.253  0.0476
C  3.615  -0.659  -2.027  0.0415
C  2.252  -0.796  -1.693  -0.2350
N  1.906  0.127  -0.704  -0.0366
C  1.438  -1.829  -2.168  -0.0710
C  0.346  -2.253  -1.430  -0.2204
C  -0.439  -3.411  -1.680  0.0191
C  -1.105  -3.708  -0.540  0.0454
C  -0.812  -2.693  0.408  -0.2047
N  0.004  -1.725  -0.160  -0.0199
C  1.849  -2.511  -3.420  -0.1778
C  1.822  -3.899  -3.569  -0.0187
C  2.106  -4.496  -4.786  -0.1132
C  2.436  -3.712  -5.886  -0.7438
I  2.763  -4.585  -7.726  0.9977
C  2.559  -2.333  -5.736  -0.1300
C  2.276  -1.748  -4.513  -0.0683
C  2.386  3.331  2.267  0.0351
C  1.225  3.419  2.950  0.0306
N  -0.855  -0.291  2.021  -0.0258
H  -0.936  -7.171  2.780  0.1055
H  -0.083  -5.073  1.825  0.1292
H  -3.806  -3.147  2.742  0.1263
H  -4.652  -5.244  3.702  0.1051
H  -2.188  -2.246  4.379  0.1366
H  -2.205  0.346  5.004  0.1425
H  -3.416  2.129  3.104  0.1157
H  -4.883  3.600  4.407  0.1044
H  -1.477  5.099  6.530  0.1091
H  -0.033  3.577  5.309  0.1181
H  5.062  2.149  2.499  0.1317
H  7.171  3.410  2.464  0.1070
H  6.452  4.508  -1.617  0.1042
H  4.346  3.239  -1.589  0.1238
H  5.161  0.654  -1.205  0.1401
H  4.150  -1.296  -2.713  0.1393
H  -0.486  -3.950  -2.611  0.1292
H  -1.769  -4.539  -0.362  0.1411
H  1.648  -4.534  -2.709  0.1258
H  2.091  -5.575  -4.872  0.1098
H  2.889  -1.722  -6.567  0.1052
H  2.377  -0.671  -4.416  0.1114
H  3.226  4.006  2.319  0.1374
H  0.959  4.187  3.653  0.1187
N  -0.589  -0.390  -4.507  0.1695
C  -0.216  0.289  -3.443  -0.1321
N  -0.816  0.248  -2.277  0.0691
C  -1.973  -0.545  -2.172  -0.2899
N  -2.675  -0.503  -1.085  0.1345
N  -2.084  0.514  -0.318  -0.1637
C  -2.799  1.528  -0.065  -0.0084
C  -2.073  2.761  0.235  -0.2526
C  -2.704  3.946  0.522  0.0297
C  -1.934  5.108  0.578  0.0228
C  -0.581  5.021  0.323  0.0138
C  -0.017  3.779  0.053  -0.0848
N  -0.740  2.663  0.015  0.0177
C  -2.392  -1.374  -3.294  -0.1031
C  -3.501  -2.225  -3.236  0.0055
C  -3.860  -2.955  -4.346  -0.0236
C  -3.117  -2.851  -5.530  -0.0164
C  -2.024  -2.014  -5.605  0.0190
C  -1.676  -1.277  -4.479  -0.1578
H  -0.060  -0.290  -5.362  0.1713
H  0.651  0.929  -3.559  0.1551
H  -3.863  1.516  -0.284  0.1629
H  -3.774  3.969  0.682  0.1400
H  -2.395  6.063  0.796  0.1377
H  0.048  5.901  0.325  0.1345
H  1.041  3.681  -0.151  0.1247
H  -4.065  -2.290  -2.315  0.1251
H  -4.723  -3.606  -4.311  0.1251
H  -3.407  -3.427  -6.399  0.1287
H  -1.449  -1.930  -6.520  0.1313

Cartesian forces (eV/Å) of the 6 atoms listed first:
Ta -0.306 0.560 -0.425
I -0.060 -0.141 0.053
C 0.007 0.059 -0.029
C 0.031 0.080 -0.052
C 0.071 -0.065 0.080
C -0.011 0.117 0.015

***

Entry from OMol25: the molecule C5H11N2OP (ωB97M-V/def2-TZVPD).

Summary:
Energy relative to the best compared isomer or geometry (same formula, charge and spin) = 27.68 kcal/mol
Calculated total energy = -19676.75258 eV
Charge = 0
HOMO-LUMO gap = 10.252 eV
HOMO level = -9.411 eV
F_max = 0.096 hartree/bohr
Structure (SMILES) = CP(=O)(N1CC1)N1CC1

Last column: natural (NBO) charge in e.
CARTESIAN COORDINATES (ANGSTROEM)
C  1.731  -0.072  -1.964  -0.2257
C  1.250  -1.186  -1.066  -0.2374
C  -0.701  0.875  2.416  -0.2897
C  0.670  0.457  2.461  -0.2640
C  -1.974  0.106  -1.120  -0.8167
N  1.204  0.186  -0.613  -0.8007
N  -0.221  -0.089  1.489  -0.6670
O  0.116  2.352  -0.037  -1.0736
P  -0.147  0.881  -0.037  2.0482
H  2.803  0.008  -2.187  0.2255
H  0.951  0.131  -2.713  0.1985
H  0.267  -1.689  -1.209  0.1951
H  1.977  -1.883  -0.560  0.2049
H  -1.234  0.499  3.157  0.1869
H  -0.857  1.940  2.132  0.2237
H  1.426  1.243  2.167  0.2222
H  0.827  -0.278  3.203  0.2047
H  -1.567  -0.745  -1.577  0.2025
H  -2.641  0.067  -0.300  0.2351
H  -2.022  0.722  -2.006  0.2276

Cartesian forces (eV/Å) of the 6 atoms listed first:
C -2.029 -0.809 0.370
C 0.307 -1.195 0.697
C 0.316 3.488 -0.721
C 2.299 1.481 -0.109
C 4.348 2.228 0.806
N 2.102 -1.522 -0.805

***

Entry from OMol25: the ion C4H13N8 with charge +1 (ωB97M-V/def2-TZVPD).

Summary:
Energy relative to the best compared isomer or geometry (same formula, charge and spin) = 11.46 kcal/mol
Calculated total energy = -16268.39273 eV
Charge = +1
HOMO-LUMO gap = 6.976 eV
HOMO level = -11.843 eV
F_max = 0.111 hartree/bohr
Structure (SMILES) = [H]/N=N/C1=[NH+][C@@H](NN)N(N)[C@@H](C)N1

Last column: natural (NBO) charge in e.
CARTESIAN COORDINATES (ANGSTROEM)
C  1.164  -0.560  1.779  0.6271
C  1.382  0.183  -0.542  0.0969
C  -0.736  -0.877  0.232  0.2650
C  1.891  1.344  -1.407  -0.6288
N  1.137  -0.334  4.010  -0.1816
N  1.691  -0.615  2.965  -0.1666
N  1.906  0.108  0.881  -0.5435
N  -0.256  0.416  -0.404  -0.2855
N  -0.023  -1.059  1.556  -0.5294
N  -0.960  0.664  -1.616  -0.6221
N  -2.810  -1.091  1.399  -0.7046
N  -2.158  -0.630  0.263  -0.4753
H  1.569  -0.738  -1.113  0.1912
H  -0.538  -1.822  -0.354  0.1729
H  1.460  2.143  -0.853  0.2244
H  1.346  1.390  -2.303  0.2322
H  2.907  1.353  -1.467  0.2329
H  1.703  -0.567  4.816  0.3546
H  2.752  0.595  1.080  0.4443
H  -0.483  -1.414  2.393  0.4586
H  -0.347  0.129  -2.321  0.3357
H  -0.826  1.633  -1.799  0.3687
H  -3.465  -0.478  1.862  0.3785
H  -3.249  -1.959  1.176  0.3597
H  -2.486  0.197  -0.108  0.3950

Cartesian forces (eV/Å) of the 6 atoms listed first:
C -1.307 2.465 -3.425
C -2.288 0.618 -0.588
C -0.934 1.494 -1.536
C -2.767 -0.803 3.079
N -2.074 0.703 -0.389
N 3.770 -1.575 4.003

***

Question: Among the records above, which one has the lowest calculated total energy?
Answer: C58H35I4N9Ta

***

Question: The highest charge belongs to which entry?
Answer: C58H35I4N9Ta

***

Question: The lowest F_max belongs to which entry?
Answer: C58H35I4N9Ta

***

Question: Look up the calculated total energy of the fourth one.
Answer: -16268.39273 eV